Version one
An isolated molecule of C4H8N4. Source: OMol25; level of theory: wB97M-V/def2-TZVPD.

CARTESIAN COORDINATES (ANGSTROEM)
C1 1.415 0.007 -0.510
C2 0.682 -1.023 0.175
C3 -0.694 -0.726 0.291
C4 0.389 1.160 -0.529
H1 3.713 -0.410 -0.707
H2 3.115 0.890 -1.378
H3 1.126 -2.143 0.154
H4 -2.008 -2.107 0.913
H5 -0.951 -1.541 2.123
H6 -2.709 0.644 -0.054
H7 -2.250 1.327 1.039
H8 0.258 1.910 -1.341
N1 2.742 0.142 -1.007
N2 -1.661 -1.220 1.233
N3 -0.788 0.571 -0.084
N4 -1.871 1.211 0.242

- E_HOMO (eV) = -7.23
- HOMO-LUMO gap (Eh) = 0.295
- structure (SMILES) = Nc1cc(N)n(N)c1

Here are the Mulliken charges for atoms 1 to 2, given in e: 0.516, -0.725

Version two
An isolated molecule of C4H8N4. Source: OMol25; level of theory: wB97M-V/def2-TZVPD.

CARTESIAN COORDINATES (ANGSTROEM)
C1 1.777 0.011 0.932
C2 1.425 0.203 -0.627
C3 -1.149 0.251 -0.493
C4 -2.484 0.130 0.331
H1 1.974 -1.095 1.239
H2 2.623 0.800 1.462
H3 0.632 0.159 1.186
H4 2.332 0.019 -1.114
H5 0.904 -1.850 -1.261
H6 -2.882 1.257 0.283
H7 -2.937 -0.918 -0.203
H8 -2.479 -0.066 1.568
N1 0.640 -0.810 -0.962
N2 -0.632 -0.943 -0.800
N3 -0.509 1.315 -0.782
N4 0.766 1.535 -0.757

- E_HOMO (eV) = -8.01
- HOMO-LUMO gap (Eh) = 0.283
- structure (SMILES) = CC1=NN[C@H](C)N=N1

Here are the Mulliken charges for atoms 1 to 2, given in e: -0.792, -0.032

Version three
A structure of composition C4H8N4. Source: OMol25; level of theory: wB97M-V/def2-TZVPD.

CARTESIAN COORDINATES (ANGSTROEM)
C1 -1.175 1.144 -1.585
C2 -0.485 -0.664 0.491
C3 1.295 0.082 0.608
N1 -1.315 -0.220 1.532
C4 2.567 -0.321 0.670
N2 0.871 0.995 -0.353
N3 -0.325 0.643 -0.529
N4 -0.690 -1.840 0.008
H1 -1.803 -1.004 1.945
H2 -0.854 0.428 2.155
H3 -0.123 -2.031 -0.813
H4 -2.194 1.166 -1.198
H5 -0.833 2.138 -1.870
H6 -1.135 0.483 -2.452
H7 2.864 -1.089 1.373
H8 3.335 0.088 0.019

- E_HOMO (eV) = -8.15
- HOMO-LUMO gap (Eh) = 0.280

Here are the Mulliken charges for atoms 1 to 2, given in e: -0.811, 0.655

Version four
An isolated molecule of C4H8N4. Source: OMol25; level of theory: wB97M-V/def2-TZVPD.

CARTESIAN COORDINATES (ANGSTROEM)
C1 -1.186 0.205 0.064
C2 1.645 -0.770 0.231
C3 1.121 0.648 0.549
C4 -0.002 0.762 -0.403
H1 -2.313 1.455 -0.190
H2 -1.201 -1.756 0.848
H3 0.769 -2.002 -1.172
H4 2.354 -1.530 1.015
H5 2.305 -0.467 -0.706
H6 0.598 0.727 1.497
H7 0.988 2.769 0.066
H8 0.199 0.457 -1.414
N1 -2.562 0.487 0.163
N2 -0.946 -1.303 -0.037
N3 0.470 -1.640 -0.251
N4 1.158 1.782 -0.245

- E_HOMO (eV) = -8.77
- HOMO-LUMO gap (Eh) = 0.347
- structure (SMILES) = [H]/N=C1/NNC[C@H]2N[C@H]12

Here are the Mulliken charges for atoms 1 to 2, given in e: 0.305, -0.667

Most stable: version three (next structure +0.461 eV)

Version one
An isolated molecule of C4H8N4. Source: OMol25; level of theory: wB97M-V/def2-TZVPD.

CARTESIAN COORDINATES (ANGSTROEM)
C1 -0.411 -0.542 -1.412
C2 -0.036 1.749 -0.208
N1 0.689 -1.464 -1.101
C3 -0.374 0.292 -0.158
N2 -0.234 0.167 2.181
N3 -0.426 -0.420 0.954
C4 0.467 -2.128 0.333
N4 0.567 -3.136 0.907
H1 1.535 -1.367 -1.662
H2 -0.976 0.829 2.389
H3 0.661 0.648 2.248
H4 -1.371 -1.071 -1.496
H5 -0.210 0.074 -2.295
H6 0.221 2.043 -1.227
H7 -0.909 2.331 0.106
H8 0.807 1.994 0.441

- E_HOMO (eV) = -8.53
- HOMO-LUMO gap (Eh) = 0.330
- structure (SMILES) = C/C(CNC#N)=N\N

Here are the Mulliken charges for atoms 1 to 2, given in e: -0.664, -1.191

Version two
A cluster of 2 separate species, C4H8N4 in total. Source: OMol25; level of theory: wB97M-V/def2-TZVPD.

CARTESIAN COORDINATES (ANGSTROEM)
C1 1.699 0.086 -0.058
C2 0.875 -1.112 0.505
C3 -1.831 -0.625 0.024
C4 -1.535 0.757 0.147
H1 2.466 0.454 0.802
H2 2.429 -0.435 -0.702
H3 -0.028 -0.672 1.014
H4 1.391 -1.781 1.331
H5 -2.851 -0.498 -0.210
H6 -2.489 1.560 0.050
H7 -0.093 2.480 0.642
H8 0.478 0.744 -1.608
N1 0.280 -1.706 -0.590
N2 -1.110 -1.620 -0.497
N3 -0.498 1.282 -0.105
N4 0.816 1.087 -0.744

- E_HOMO (eV) = -7.53
- HOMO-LUMO gap (Eh) = 0.238

Here are the Mulliken charges for atoms 1 to 2, given in e: -0.501, -0.411

Most stable: version one (next structure +5.278 eV)

Version one
An isolated molecule of C4H8N2O2S. Source: OMol25; level of theory: wB97M-V/def2-TZVPD.

CARTESIAN COORDINATES (ANGSTROEM)
C1 0.131 0.814 1.200
C2 -0.921 0.066 0.351
C3 -1.680 0.682 -0.720
C4 -1.202 -1.220 0.789
N1 1.385 0.684 1.005
N2 0.984 0.623 -1.334
O1 3.387 0.596 -0.224
O2 1.943 -1.509 -0.086
S1 2.002 0.114 -0.332
H1 -0.013 1.444 2.039
H2 -2.317 -0.059 -1.206
H3 -1.026 1.213 -1.403
H4 -2.364 1.409 -0.267
H5 -1.063 -1.543 1.843
H6 1.163 -1.887 0.359
H7 -1.787 -1.905 0.175
H8 1.379 0.478 -2.191

- E_HOMO (eV) = -9.81
- HOMO-LUMO gap (Eh) = 0.364
- structure (SMILES) = C=C(C)/C=N\[S@@](=N)(=O)O

Here are the Mulliken charges for atoms 1 to 2, given in e: 0.092, 0.805

Version two
An isolated molecule of C4H8N2O2S. Source: OMol25; level of theory: wB97M-V/def2-TZVPD.

CARTESIAN COORDINATES (ANGSTROEM)
C1 1.224 -1.642 -0.342
C2 2.162 -0.716 -0.117
C3 -0.264 -1.337 -0.264
C4 -0.704 0.009 0.233
N1 0.076 1.003 -0.333
N2 -0.466 2.273 -0.184
O1 -0.703 0.341 1.671
O2 -2.078 0.126 -0.058
S1 1.879 0.892 0.460
H1 1.490 -2.561 -0.834
H2 3.233 -0.841 -0.384
H3 -0.692 -1.266 -1.237
H4 -0.568 -2.094 0.352
H5 -0.719 2.408 0.768
H6 -0.132 3.089 -0.705
H7 -1.588 0.109 1.933
H8 -2.148 0.206 -0.960

- E_HOMO (eV) = -8.06
- HOMO-LUMO gap (Eh) = 0.315
- structure (SMILES) = NN1SC=CCC1(O)O

Here are the Mulliken charges for atoms 1 to 2, given in e: -0.611, -0.184

Most stable: version two (next structure +1.157 eV)

Version one
A cluster of 2 separate species, C2H8NO2 in total. Source: OMol25; level of theory: wB97M-V/def2-TZVPD.

CARTESIAN COORDINATES (ANGSTROEM)
C1 2.217 0.835 -0.393
O1 1.629 1.270 0.867
H1 1.717 -0.133 -0.589
H2 3.240 0.567 -0.105
H3 2.015 1.498 -1.218
N1 -2.042 -1.637 -0.583
C2 -1.466 -0.268 -0.352
O2 -0.476 -0.186 0.575
H4 -2.757 -1.817 0.099
H5 -1.206 -2.190 -0.696
H6 -2.357 0.356 -0.107
H7 -1.135 0.027 -1.369
H8 0.746 0.772 0.792

- charge = -1
- E_HOMO (eV) = -3.21
- HOMO-LUMO gap (Eh) = 0.281

Here are the Mulliken charges for atoms 1 to 2, given in e: -0.568, -0.620

Version two
A cluster of 2 separate species, C2H8NO2 in total. Source: OMol25; level of theory: wB97M-V/def2-TZVPD.

CARTESIAN COORDINATES (ANGSTROEM)
C1 -0.514 1.197 -0.126
O1 0.025 1.080 1.148
C2 0.078 0.165 -1.116
N1 -0.241 -1.216 -0.878
H1 -0.265 2.191 -0.538
H2 -1.615 1.161 -0.113
H3 1.146 0.321 -0.916
H4 -0.083 0.520 -2.143
H5 -1.245 -1.305 -0.740
H6 0.225 -1.503 -0.014
H7 1.551 -1.377 2.207
H8 0.249 0.078 1.429
O2 0.689 -1.311 1.803

- charge = -1
- E_HOMO (eV) = -3.70
- HOMO-LUMO gap (Eh) = 0.300

Here are the Mulliken charges for atoms 1 to 2, given in e: -0.352, -0.596

Version three
A cluster of 2 separate species, C2H8NO2 in total. Source: OMol25; level of theory: wB97M-V/def2-TZVPD.

CARTESIAN COORDINATES (ANGSTROEM)
C1 -0.109 -0.513 -1.034
O1 -1.428 -0.437 -0.620
C2 0.660 0.878 -0.726
N1 0.911 1.258 0.779
H1 -0.055 -0.584 -2.159
H2 0.492 -1.377 -0.513
H3 -0.026 1.552 -1.180
H4 1.527 0.845 -1.301
H5 1.290 0.452 1.287
H6 0.021 1.520 1.220
H7 -0.597 -1.720 1.681
H8 -1.504 -0.900 0.725
O2 -1.181 -0.975 1.842

- charge = -1
- E_HOMO (eV) = -3.28
- HOMO-LUMO gap (Eh) = 0.291

Here are the Mulliken charges for atoms 1 to 2, given in e: -0.380, -0.826

Most stable: version two (next structure +0.705 eV)

Version one
A cluster of 3 separate species, C3H12NO2 in total. Source: OMol25; level of theory: wB97M-V/def2-TZVPD.

CARTESIAN COORDINATES (ANGSTROEM)
C1 -1.868 1.083 0.937
C2 -1.643 -0.400 0.733
C3 -0.717 -1.131 1.359
N1 0.712 -0.668 1.412
H1 -2.561 1.188 1.773
H2 -2.288 1.492 0.024
H3 -0.960 1.560 1.318
H4 -2.337 -0.794 -0.003
H5 -0.774 -2.211 1.401
H6 1.308 -1.263 1.982
H7 0.597 0.237 1.863
H8 1.088 -0.571 0.442
H9 1.245 -0.376 -1.781
H10 2.489 -1.312 -1.478
O1 1.738 -0.851 -1.094
H11 1.249 1.903 -3.220
H12 0.046 1.868 -2.180
O2 0.922 1.537 -2.392

- charge = +1
- E_HOMO (eV) = -13.94
- HOMO-LUMO gap (Eh) = 0.378

Here are the Mulliken charges for atoms 1 to 2, given in e: -0.953, -0.078

Version two
A cluster of 3 separate species, C3H12NO2 in total. Source: OMol25; level of theory: wB97M-V/def2-TZVPD.

CARTESIAN COORDINATES (ANGSTROEM)
C1 1.010 0.065 2.054
C2 1.019 0.555 0.636
C3 1.644 1.626 0.174
N1 -0.200 0.121 -0.129
H1 1.333 0.900 2.686
H2 0.036 -0.204 2.470
H3 1.700 -0.745 2.282
H4 1.233 2.219 -0.630
H5 2.405 2.106 0.772
H6 -0.107 0.216 -1.151
H7 -0.911 0.820 0.100
H8 -0.718 -0.786 -0.022
H9 -2.348 -2.497 -0.605
H10 -1.252 -3.012 0.341
O1 -1.524 -2.257 -0.165
H11 -1.022 1.107 -3.030
H12 -1.081 -0.499 -3.166
O2 -1.218 0.265 -2.616

- charge = +1
- E_HOMO (eV) = -14.19
- HOMO-LUMO gap (Eh) = 0.406

Here are the Mulliken charges for atoms 1 to 2, given in e: -1.161, 0.673

Most stable: version two (next structure +0.725 eV)

Version one
A cluster of 2 separate species, C3H12NO2 in total. Source: OMol25; level of theory: wB97M-V/def2-TZVPD.

CARTESIAN COORDINATES (ANGSTROEM)
C1 0.386 -0.119 -1.159
O1 0.699 -1.417 -1.675
C2 0.947 0.037 0.266
C3 0.360 1.186 1.067
N1 0.437 -1.293 1.031
H1 0.953 0.620 -1.719
H2 -0.710 -0.150 -1.243
H3 1.623 -1.480 -1.956
H4 2.024 -0.095 0.312
H5 -0.073 2.003 0.482
H6 1.014 1.691 1.800
H7 -0.479 0.826 1.664
H8 1.208 -1.839 1.392
H9 -0.367 -1.126 1.627
H10 0.062 -1.784 0.205
H11 -2.879 0.510 -0.114
H12 -2.888 1.565 -1.176
O2 -2.317 0.866 -0.802

- charge = +1
- E_HOMO (eV) = -15.03
- HOMO-LUMO gap (Eh) = 0.432

Here are the Mulliken charges for atoms 1 to 2, given in e: -0.670, -0.581

Version two
A cluster of 3 separate species, C3H12NO2 in total. Source: OMol25; level of theory: wB97M-V/def2-TZVPD.

CARTESIAN COORDINATES (ANGSTROEM)
C1 1.653 1.178 0.959
C2 1.919 -0.349 1.208
C3 0.867 -1.102 1.655
N1 -0.463 -0.927 1.113
H1 2.074 1.769 1.757
H2 2.032 1.371 -0.094
H3 0.584 1.248 0.867
H4 2.922 -0.527 1.617
H5 1.099 -1.800 2.416
H6 -0.999 -1.238 0.176
H7 -1.196 -1.022 1.823
H8 -0.531 0.104 0.682
H9 -0.529 -1.388 -1.932
H10 -1.760 -0.353 -1.931
O1 -1.106 -0.884 -1.360
H11 -2.160 1.112 -3.685
H12 -2.293 1.847 -2.500
O2 -2.114 0.963 -2.771

- charge = +1
- E_HOMO (eV) = -13.69
- HOMO-LUMO gap (Eh) = 0.389

Here are the Mulliken charges for atoms 1 to 2, given in e: -0.756, -0.361

Most stable: version one (next structure +1.370 eV)